89
Properties=species:S:1:pos:R:3:forces:R:3:lowdin_charge:R:1 method="wB97M-V/def2-TZVPD" total_charge=0 homo_lumo_gap_ev=8.0 lumo_energy_ev=0.01 e_above_lowest_kcal_mol=0.7 e_tot_ev=-219838.78407
C 2.09899 -1.08310 -1.53521 -0.0799 -0.0709 0.0560 -0.3685
C 3.50453 -3.09171 -0.20152 0.0312 -0.0145 0.0429 -0.0778
H -0.47087 0.76735 -4.74770 -0.0609 0.0233 -0.0259 0.0985
C 3.18708 1.65630 -3.35834 -0.0998 -0.0468 -0.0777 -0.0982
C -0.57999 -2.07072 -2.90125 0.0405 0.0412 -0.0387 -0.1041
C -1.85725 -0.84117 -5.03542 -0.0012 0.0467 -0.0401 -0.0804
C -0.58990 -1.70587 3.18664 0.1140 0.0368 -0.0916 -0.1003
C -2.21061 -5.28239 0.08826 -0.0142 -0.0317 -0.0246 -0.0895
C -0.36650 5.37305 3.65553 0.0664 0.0266 -0.0732 -0.0070
H -1.99816 -3.65403 -3.15664 0.0238 -0.0020 0.0136 0.1036
C 2.41822 0.03217 -4.95346 0.0336 0.0419 0.0477 -0.0873
H -2.83455 0.23085 -1.21880 0.0185 0.0929 -0.0147 0.0980
C 3.20742 -3.23314 -1.55024 0.0130 -0.0154 -0.0528 -0.0667
C -0.07053 -0.93316 2.14835 0.1402 0.1322 0.0866 -0.3682
C -4.87728 1.41945 1.19809 -0.0480 -0.0444 0.0288 -0.0753
C 2.30552 0.63256 -3.70274 -0.1530 0.2005 0.0056 -0.3490
C 3.40999 0.44085 -5.83343 0.0175 -0.0536 -0.0371 -0.0754
H 0.49392 -3.36080 0.77035 -0.0027 -0.0345 -0.0163 0.1019
C -3.02034 0.22789 2.16168 -0.0487 0.0492 -0.0090 -0.0793
H -1.27292 2.52547 6.10200 0.0065 0.0081 0.0022 0.1013
H -0.39463 -2.33238 5.22396 -0.0025 0.0181 0.0215 0.1071
H -0.11588 6.17073 2.96848 0.0312 -0.0124 -0.0093 0.1253
H 4.12965 1.87950 0.52592 -0.0127 -0.0041 -0.0267 0.0293
H -1.46883 -2.31305 3.00885 -0.0272 0.0015 0.0240 0.1140
O 0.94364 4.14825 1.20775 0.1040 -0.1647 -0.4075 -0.0292
O -0.85589 2.86628 1.24572 0.0688 -0.4484 -0.4608 -0.0749
H -4.92789 1.49462 -0.94772 0.0470 0.0159 -0.0048 0.1006
C 0.01752 -1.72052 4.43179 -0.0733 0.0035 0.0568 -0.0668
C -1.65376 -2.69338 -3.51926 -0.0498 -0.0561 0.0008 -0.0729
C -1.02269 3.31892 5.41131 0.0612 0.0085 0.0440 -0.1151
H -0.72627 6.69697 5.30811 0.0021 -0.0073 0.0171 0.1023
H 4.02260 -3.87869 0.33170 0.0327 0.0004 -0.0194 0.1057
C -3.15224 -4.27977 -0.08289 0.0129 -0.0458 -0.0084 -0.0819
H -4.17812 -4.53146 -0.31972 -0.0016 -0.0036 -0.0084 0.1046
C -0.06662 3.69797 1.78969 -0.1343 0.2017 0.5737 -0.6341
N -0.30504 3.21377 -2.06990 0.1500 -0.1702 0.6205 -0.0404
C -0.69655 3.03456 4.09654 -0.0671 -0.0139 -0.0180 -0.0076
H 2.58767 0.37973 3.81122 0.0130 -0.0185 0.0101 0.1000
H 1.72569 -0.74630 -5.24693 0.0062 -0.0142 -0.0001 0.1024
P 1.07880 0.16405 -2.42452 0.3934 -0.3841 -0.1991 1.0269
H 4.85806 2.85472 -3.95715 -0.0017 0.0020 -0.0022 0.1054
C -2.78836 -2.94673 0.05370 0.0040 0.0145 0.0400 -0.0800
C 4.17919 2.05932 -4.23646 0.0760 0.0389 0.0613 -0.0779
H 4.31806 0.87040 1.96183 0.0046 -0.0281 -0.0044 0.0327
C 1.14310 -0.94572 4.65859 0.0556 -0.0638 0.1288 -0.0755
Si 2.04843 0.59959 0.89916 -0.1332 0.0499 -0.1835 0.5725
C -2.51623 -0.03078 0.89221 0.2880 0.1502 -0.1135 -0.3771
C -0.79128 -0.21271 -4.41496 0.0550 -0.0572 0.0733 -0.1294
H 3.49261 -0.03211 -6.80380 -0.0032 0.0031 -0.0004 0.1048
H -0.08929 -2.55068 -2.06741 -0.0251 -0.0554 0.0554 0.0816
H -3.13498 -2.56326 -5.06472 -0.0035 -0.0027 0.0034 0.1028
H 3.36963 2.36686 2.04382 -0.0158 0.0237 -0.0150 0.0330
H 3.51157 -4.12220 -2.08779 -0.0068 -0.0103 0.0089 0.1067
C -1.32068 3.07137 -2.65685 0.9055 0.1254 0.4851 -0.9671
C -1.48080 -2.60453 0.38169 0.1506 -0.0137 -0.1502 -0.3724
H -2.49491 -6.32200 -0.01196 -0.0104 0.0044 -0.0105 0.1012
H -2.50732 -0.11634 3.04687 0.1077 0.0090 0.0263 0.0894
C -0.36829 4.05814 3.21366 -0.0904 -0.0178 -0.0657 -0.1270
H -0.69606 2.00880 3.75166 -0.0418 -0.0295 -0.0546 0.1102
C 2.51416 -2.23319 -2.20842 -0.0104 0.0184 0.0428 -0.0896
C 3.62014 1.50958 1.41679 -0.2429 -0.3215 0.1344 -0.2035
C 3.13781 -1.93395 0.46163 0.0300 0.0526 0.0045 -0.1032
C -4.19169 0.95434 2.31019 -0.0024 0.0945 0.0544 -0.0726
H 3.38250 -1.82515 1.51379 0.0206 -0.0412 0.0074 0.1055
In 0.58012 2.30218 -0.35467 -0.3749 0.0935 0.1028 0.7873
C -0.70765 5.67168 4.96632 0.0142 0.0396 0.0024 -0.1169
C -2.29351 -2.07977 -4.58529 -0.0116 -0.0102 -0.0499 -0.0789
H -0.15135 -5.72388 0.51089 -0.0056 -0.0026 0.0121 0.1038
H -2.35947 -0.34925 -5.85819 -0.0106 -0.0050 0.0038 0.1069
Se -2.76699 2.88426 -3.57763 -0.8150 -0.0758 -0.4714 0.6183
C -4.39738 1.14156 -0.07258 -0.1007 0.0458 -0.0470 -0.0722
C -0.89623 -4.94766 0.38800 0.0555 -0.0197 -0.0131 -0.0778
C 1.11276 -0.19036 2.35510 -0.0980 0.0845 -0.1856 -0.2904
P -0.91971 -0.86097 0.51777 -0.2589 0.0198 0.2949 1.1116
H -5.78359 1.99745 1.32536 0.0042 0.0033 -0.0199 0.1039
H 3.08043 2.14645 -2.39525 0.0760 0.0285 -0.0061 0.0855
Br -1.49267 5.03227 7.62946 0.0228 0.0070 -0.0819 0.7272
C 1.69133 -0.20198 3.62616 0.0110 0.1784 -0.1203 -0.0986
C -0.53338 -3.61914 0.53060 0.0363 0.0576 -0.0278 -0.1068
C 2.44299 -0.90750 -0.18751 -0.0818 0.2956 -0.0136 -0.3013
C -1.02856 4.63960 5.83060 -0.0354 -0.0209 0.0744 -0.6859
H -4.55341 1.18516 3.30479 -0.0263 -0.0460 -0.0125 0.1047
C -3.21741 0.43242 -0.22160 0.1028 -0.0450 -0.0668 -0.1219
H 1.60703 -0.93913 5.63690 0.0195 0.0002 -0.0079 0.1060
H 5.07094 1.75749 -6.16279 -0.0132 0.0142 -0.0124 0.1031
H 2.27677 -2.34702 -3.25917 -0.0119 -0.0393 -0.0056 0.1080
H -3.53306 -2.17515 -0.08649 -0.0222 0.0112 0.0241 0.0991
C 4.29473 1.44712 -5.47573 0.0139 -0.0002 -0.0025 -0.0843
C -0.13605 -0.82924 -3.34736 -0.1507 0.1477 0.1162 -0.3728